Entry 1:
Molecular formula: C27H13BCl48F12N2O3S
Method: DFT, the ωB97M-V functional and the def2-TZVPD basis

The electronic energy is -25082.4617 Ha. As for the multiplicity: 1. As for the HOMO energy: -9.234 eV.

Atoms and positions in Å:
O (-5.729, -0.692, 0.909)
B (-4.512, -1.246, 1.114)
O (-4.182, -1.714, 2.362)
C (-3.459, -1.388, -0.069)
C (-3.095, -2.678, -0.519)
N (-2.211, -2.892, -1.450)
C (-1.634, -1.774, -1.975)
C (-0.637, -1.924, -2.961)
C (-0.023, -0.835, -3.508)
C (1.088, -0.911, -4.532)
C (2.213, -1.928, -4.275)
C (3.085, -1.738, -3.051)
F (3.938, -2.784, -2.953)
F (2.286, -1.852, -1.959)
C (3.837, -0.400, -2.819)
F (3.071, 0.663, -3.019)
F (4.122, -0.402, -1.503)
S (5.500, -0.125, -3.697)
F (5.876, 0.970, -2.616)
F (6.181, -1.225, -2.812)
F (5.135, -1.162, -4.834)
F (4.872, 1.034, -4.582)
F (6.875, 0.121, -4.413)
C (-0.425, 0.458, -3.089)
C (-1.390, 0.629, -2.134)
C (-1.762, 2.031, -1.699)
C (-1.231, 2.309, -0.270)
O (-2.242, 2.374, 0.703)
C (-0.398, 3.603, -0.145)
F (0.186, 3.980, -1.286)
F (0.616, 3.373, 0.727)
F (-1.072, 4.619, 0.370)
C (-2.023, -0.496, -1.546)
N (-2.958, -0.287, -0.578)
H (-6.264, -0.880, 1.699)
H (-3.229, -1.818, 2.435)
H (-3.559, -3.558, -0.082)
H (-0.351, -2.916, -3.277)
H (1.449, 0.090, -4.730)
H (0.629, -1.222, -5.473)
H (2.783, -2.013, -5.193)
H (1.758, -2.907, -4.146)
H (0.042, 1.344, -3.495)
H (-1.364, 2.706, -2.456)
H (-2.842, 2.162, -1.717)
H (-0.556, 1.501, 0.013)
H (-3.063, 2.057, 0.316)
C (-3.292, 5.186, -4.147)
Cl (-2.642, 4.735, -5.725)
Cl (-2.016, 5.064, -2.930)
Cl (-3.896, 6.843, -4.206)
Cl (-4.613, 4.092, -3.716)
C (3.874, -0.373, 2.726)
Cl (4.208, -2.029, 3.251)
Cl (4.934, 0.746, 3.578)
Cl (4.126, -0.253, 0.984)
Cl (2.193, 0.031, 3.101)
C (3.748, 4.186, 5.788)
Cl (2.455, 4.988, 6.681)
Cl (3.053, 3.026, 4.664)
Cl (4.696, 5.384, 4.899)
Cl (4.810, 3.336, 6.929)
C (9.116, 1.778, 3.973)
Cl (7.799, 2.581, 4.842)
Cl (8.456, 0.596, 2.840)
Cl (10.050, 2.986, 3.085)
Cl (10.166, 0.957, 5.132)
C (-7.267, -3.723, 2.849)
Cl (-6.709, -4.076, 1.211)
Cl (-5.967, -4.022, 3.999)
Cl (-7.755, -2.018, 2.934)
Cl (-8.646, -4.750, 3.235)
C (-4.792, 6.345, 1.297)
Cl (-4.102, 5.870, -0.257)
Cl (-3.539, 6.310, 2.537)
Cl (-5.442, 7.985, 1.174)
Cl (-6.093, 5.228, 1.730)
C (-3.839, -7.088, 1.563)
Cl (-4.671, -7.008, 3.120)
Cl (-4.771, -8.096, 0.453)
Cl (-3.686, -5.454, 0.884)
Cl (-2.233, -7.780, 1.787)
C (-2.169, 4.135, -9.894)
Cl (-3.306, 5.283, -9.182)
Cl (-3.061, 2.869, -10.741)
Cl (-1.115, 4.977, -11.031)
Cl (-1.187, 3.404, -8.615)
C (0.511, -10.324, 3.233)
Cl (0.848, -11.942, 3.855)
Cl (0.142, -10.424, 1.507)
Cl (-0.870, -9.636, 4.093)
Cl (1.924, -9.293, 3.472)
C (0.992, 4.071, 10.590)
Cl (1.549, 5.546, 11.387)
Cl (2.241, 3.491, 9.489)
Cl (0.648, 2.837, 11.808)
Cl (-0.478, 4.417, 9.671)
C (-2.112, 3.128, 5.166)
Cl (-2.509, 1.423, 4.904)
Cl (-1.141, 3.287, 6.634)
Cl (-1.201, 3.740, 3.788)
Cl (-3.607, 4.052, 5.346)
C (4.267, -5.708, -5.396)
Cl (3.992, -6.371, -3.783)
Cl (2.749, -5.729, -6.306)
Cl (4.836, -4.045, -5.255)
Cl (5.472, -6.686, -6.239)



Entry 2:
Molecular formula: C40H41IrN9O4S
Method: DFT, the ωB97M-V functional and the def2-TZVPD basis

The electronic energy is -2844.4413 Ha. The calculation puts the energy relative to the best compared isomer or geometry (same formula, charge and spin) at 10.83 kcal per mole. Its net charge is +2. As for the multiplicity: 2. As for the HOMO energy (spin up / spin down): -12.327 / -12.267 eV.

Atoms and positions in Å:
Ir (0.093, 0.209, 0.354)
C (4.580, 5.551, -1.964)
C (3.432, 4.710, -1.543)
C (2.120, 5.041, -1.899)
C (1.071, 4.266, -1.487)
C (1.236, 3.109, -0.681)
N (0.136, 2.441, -0.236)
C (-0.989, 3.162, 0.062)
C (-0.884, 4.456, 0.633)
C (-1.976, 5.169, 1.061)
C (-3.263, 4.637, 0.964)
C (-4.449, 5.361, 1.486)
C (-3.393, 3.375, 0.397)
C (-2.306, 2.649, -0.066)
N (-2.613, 1.431, -0.702)
C (-3.681, 1.229, -1.501)
C (-3.766, -0.122, -1.751)
C (-2.695, -0.679, -1.058)
N (-2.000, 0.271, -0.439)
C (2.580, 2.728, -0.400)
C (3.628, 3.533, -0.827)
N (2.922, 1.573, 0.323)
C (4.037, 1.417, 1.074)
C (4.122, 0.094, 1.433)
C (3.004, -0.506, 0.854)
N (2.283, 0.399, 0.194)
H (4.299, 6.601, -1.995)
H (4.899, 5.274, -2.970)
H (5.428, 5.420, -1.297)
H (1.934, 5.912, -2.508)
H (0.069, 4.518, -1.796)
H (0.102, 4.871, 0.777)
H (-1.843, 6.143, 1.506)
H (-4.264, 6.430, 1.544)
H (-4.681, 5.008, 2.492)
H (-5.325, 5.179, 0.868)
H (-4.378, 2.941, 0.327)
H (-4.286, 2.032, -1.867)
H (-4.495, -0.631, -2.344)
H (-2.417, -1.711, -0.974)
H (4.643, 3.232, -0.616)
H (4.674, 2.236, 1.330)
H (4.887, -0.370, 2.016)
H (2.706, -1.535, 0.878)
C (-1.293, -6.254, -6.663)
C (-0.731, -5.415, -5.538)
S (0.103, -6.575, -4.385)
O (-0.905, -7.350, -3.729)
O (1.179, -7.216, -5.065)
C (0.836, -5.470, -3.089)
C (-0.278, -5.150, -2.113)
N (0.082, -4.135, -1.140)
C (0.052, -2.803, -1.351)
N (0.276, -2.131, -0.226)
C (0.490, -3.056, 0.738)
C (0.388, -4.312, 0.191)
N (0.645, -5.554, 0.849)
O (0.639, -6.558, 0.179)
O (0.874, -5.473, 2.032)
C (-0.190, -2.172, -2.666)
H (-1.853, -5.636, -7.364)
H (-1.955, -7.017, -6.259)
H (-0.487, -6.747, -7.200)
H (-1.517, -4.919, -4.972)
H (0.020, -4.711, -5.888)
H (1.237, -4.599, -3.596)
H (1.641, -6.038, -2.628)
H (-0.543, -6.073, -1.595)
H (-1.164, -4.806, -2.655)
H (0.674, -2.796, 1.762)
H (-1.116, -2.529, -3.116)
H (0.624, -2.399, -3.353)
H (-0.244, -1.094, -2.538)
C (-3.133, -1.446, 4.693)
C (-2.415, -0.413, 5.287)
C (-1.428, 0.246, 4.590)
C (-1.111, -0.137, 3.264)
C (-1.893, -1.148, 2.660)
C (-2.876, -1.795, 3.369)
N (-0.126, 0.471, 2.565)
C (0.882, 1.136, 3.233)
C (1.235, 2.447, 2.878)
C (2.233, 3.118, 3.551)
C (2.935, 2.492, 4.573)
C (2.616, 1.184, 4.919)
C (1.599, 0.514, 4.273)
H (-3.890, -1.976, 5.249)
H (-2.639, -0.115, 6.299)
H (-0.892, 1.071, 5.034)
H (-1.670, -1.421, 1.637)
H (-3.452, -2.582, 2.906)
H (0.661, 2.942, 2.115)
H (2.459, 4.141, 3.289)
H (3.713, 3.021, 5.100)
H (3.171, 0.685, 5.699)
H (1.357, -0.503, 4.543)



Entry 3:
Molecular formula: C19H56AsF6N10O7
Method: DFT, the ωB97M-V functional and the def2-TZVPD basis

The electronic energy is -4667.0483 Ha. The calculation puts the energy relative to the best compared isomer or geometry (same formula, charge and spin) at 0.00 kcal per mole. Its net charge is -1. As for the multiplicity: 1. As for the HOMO energy: -7.062 eV.

Atoms and positions in Å:
As (-0.662, -0.671, -0.150)
F (-2.172, -1.571, -0.031)
F (-1.085, 0.365, 1.177)
F (0.877, 0.163, -0.221)
F (-0.264, -1.740, -1.439)
F (-1.417, 0.462, -1.203)
F (-0.019, -1.776, 1.040)
C (3.232, -3.018, -4.658)
C (2.418, -2.910, -3.368)
C (2.948, -1.844, -2.433)
O (4.349, -1.954, -2.242)
C (4.882, -0.762, -1.738)
N (1.088, -2.437, -3.781)
H (2.682, -3.565, -5.422)
H (4.149, -3.593, -4.481)
H (3.573, -2.046, -5.012)
H (2.342, -3.889, -2.886)
H (2.464, -1.992, -1.457)
H (2.691, -0.862, -2.846)
H (4.815, 0.037, -2.481)
H (5.936, -0.951, -1.522)
H (4.442, -0.516, -0.764)
H (0.666, -2.928, -4.553)
H (0.462, -2.424, -2.983)
C (1.037, 5.168, 1.122)
C (0.068, 3.987, 1.137)
C (-0.961, 4.110, 2.248)
O (-0.429, 4.446, 3.501)
C (0.331, 3.412, 4.096)
N (-0.693, 3.970, -0.144)
H (0.481, 6.100, 1.053)
H (1.727, 5.070, 0.282)
H (1.645, 5.116, 2.027)
H (0.628, 3.055, 1.298)
H (-1.596, 3.210, 2.295)
H (-1.691, 4.888, 2.005)
H (1.382, 3.494, 3.800)
H (-0.043, 2.426, 3.800)
H (0.241, 3.486, 5.178)
H (-1.102, 3.035, -0.043)
H (-0.044, 3.824, -0.915)
C (4.436, -4.420, 2.697)
C (3.379, -3.348, 2.467)
C (3.849, -2.217, 1.595)
O (4.623, -1.308, 2.303)
C (5.601, -0.649, 1.541)
N (2.161, -3.933, 1.947)
H (4.597, -5.047, 1.815)
H (4.158, -5.018, 3.565)
H (5.423, -3.989, 2.884)
H (3.246, -2.900, 3.467)
H (2.974, -1.718, 1.145)
H (4.324, -2.606, 0.678)
H (5.180, 0.238, 1.041)
H (6.062, -1.330, 0.822)
H (6.348, -0.211, 2.206)
H (1.374, -3.299, 2.018)
H (1.915, -4.749, 2.494)
C (-8.939, 3.811, -1.542)
C (-7.835, 3.018, -2.242)
C (-6.644, 2.884, -1.309)
O (-5.638, 2.131, -1.941)
C (-4.570, 1.849, -1.062)
N (-8.371, 1.677, -2.540)
H (-9.874, 3.805, -2.094)
H (-8.586, 4.830, -1.359)
H (-9.107, 3.348, -0.568)
H (-7.477, 3.568, -3.122)
H (-6.957, 2.366, -0.392)
H (-6.315, 3.908, -1.083)
H (-4.879, 1.292, -0.172)
H (-4.101, 2.793, -0.756)
H (-3.813, 1.278, -1.593)
H (-8.732, 1.665, -3.491)
H (-7.582, 1.036, -2.624)
C (-1.620, -5.158, 0.368)
O (-1.812, -6.367, 0.313)
N (-0.983, -4.537, 1.409)
N (-1.995, -4.284, -0.616)
H (-0.812, -3.552, 1.310)
H (-0.596, -5.088, 2.147)
H (-2.694, -4.564, -1.276)
H (-1.822, -3.294, -0.459)
C (1.413, 2.627, -2.864)
O (1.800, 3.720, -3.255)
N (2.149, 1.704, -2.194)
N (0.117, 2.211, -2.979)
H (3.101, 1.930, -1.974)
H (1.717, 0.863, -1.848)
H (-0.594, 2.890, -3.179)
H (-0.167, 1.275, -2.763)
C (0.491, -1.019, 4.487)
O (0.769, -1.380, 5.624)
N (1.405, -0.488, 3.620)
N (-0.774, -1.178, 3.955)
H (2.357, -0.426, 3.940)
H (1.158, -0.110, 2.722)
H (-1.358, -1.805, 4.476)
H (-0.856, -1.104, 2.954)